{"formula": "C20H42NOsP3Se", "method": "ωB97M-V/def2-TZVPD", "species": ["Os", "Se", "P", "P", "P", "N", "C", "C", "C", "C", "C", "C", "C", "C", "C", "C", "C", "C", "C", "C", "C", "C", "C", "C", "C", "C", "H", "H", "H", "H", "H", "H", "H", "H", "H", "H", "H", "H", "H", "H", "H", "H", "H", "H", "H", "H", "H", "H", "H", "H", "H", "H", "H", "H", "H", "H", "H", "H", "H", "H", "H", "H", "H", "H", "H", "H", "H", "H"], "coordinates": [[-0.16, -0.01, -0.63], [-1.68, -1.14, -2.40], [1.41, 0.62, 0.98], [-0.55, 2.10, -1.35], [1.52, -0.75, -2.08], [-1.57, 0.42, 0.63], [-2.02, 2.32, -2.42], [-0.14, -2.26, 0.75], [-1.25, -2.57, 1.73], [2.03, -2.50, -1.81], [-2.80, -3.94, -2.23], [-2.35, 0.69, 1.45], [-3.74, -3.89, -4.88], [0.81, 2.85, -2.34], [-3.04, -2.80, -4.36], [1.21, -0.72, -3.89], [0.68, 0.93, 2.65], [-3.36, 0.97, 2.45], [-2.57, -2.80, -3.02], [-3.50, -5.06, -2.75], [2.38, 2.18, 0.72], [3.12, 0.16, -2.05], [2.83, -0.50, 1.41], [-0.85, 3.36, -0.05], [-2.89, 1.59, 3.80], [-3.97, -5.04, -4.08], [-4.11, -3.87, -5.92], [-3.66, -5.95, -2.13], [3.13, 2.25, 1.53], [1.17, -3.18, -1.84], [3.63, -0.48, 0.66], [-3.70, 1.54, 4.55], [-1.45, 4.15, -0.52], [1.73, 3.06, 0.77], [-2.84, -1.92, -4.98], [-4.10, 1.64, 2.01], [1.08, 2.22, -3.20], [1.49, 1.08, 3.38], [2.17, -0.92, -4.40], [-1.15, -3.58, 2.12], [0.82, -2.09, 1.25], [-1.71, 2.31, -3.47], [-4.50, -5.90, -4.49], [-2.44, -3.95, -1.20], [-2.01, 1.08, 4.21], [2.92, 2.18, -0.24], [1.71, 3.00, -1.73], [2.97, 1.22, -2.26], [3.75, -0.27, -2.83], [2.73, -2.81, -2.60], [2.53, -2.61, -0.85], [0.08, 3.78, 0.33], [3.26, -0.15, 2.36], [0.46, 3.83, -2.70], [-1.14, -1.83, 2.54], [0.07, 1.84, 2.63], [-3.89, 0.04, 2.68], [-2.26, -2.47, 1.27], [2.53, -1.54, 1.55], [0.83, 0.26, -4.22], [-2.75, 1.51, -2.26], [-1.42, 2.94, 0.79], [-2.48, 3.29, -2.16], [-0.07, -2.83, -0.17], [3.63, 0.05, -1.09], [0.06, 0.09, 2.98], [0.49, -1.49, -4.17], [-2.64, 2.66, 3.67]], "mulliken_charge": [0.60, 0.00, 0.39, 0.97, 1.21, -0.01, -1.19, -0.34, -1.26, -1.36, 0.12, 0.30, -0.55, -1.39, -0.12, -1.30, -1.11, -0.63, 0.35, -0.51, -1.30, -1.36, -1.28, -1.35, -1.19, -0.54, 0.44, 0.46, 0.57, 0.34, 0.42, 0.39, 0.57, 0.30, 0.48, 0.35, 0.31, 0.67, 0.59, 0.45, 0.24, 0.43, 0.46, 0.32, 0.34, 0.37, 0.34, 0.41, 0.59, 0.50, 0.38, 0.39, 0.58, 0.55, 0.26, 0.38, 0.44, 0.33, 0.36, 0.32, 0.31, 0.25, 0.46, 0.33, 0.21, 0.17, 0.43, 0.34], "s_squared": 6.04, "homo_ev": [-20.678, -21.015], "multiplicity": 5, "gap_ev": [8.1, 5.2], "e_tot_ha": -4356.5705, "charge": 4, "lumo_ev": [-12.6, -15.8]}